# 1
{"formula": "H6N2", "method": "ωB97M-V/def2-TZVPD", "homo_ev": -9.9, "de_lowest_ev": 0.085, "smiles": "N.N", "spin_multiplicity": 1, "total_energy_ev": -3077.63745, "elements": ["N", "H", "H", "H", "N", "H", "H", "H"], "positions_angstrom": [[1.01048, -1.16118, 0.57608], [1.91333, -0.92965, 0.14962], [1.18261, -1.91767, 1.24597], [0.71897, -0.34250, 1.11959], [-1.48999, 1.13091, -0.78468], [-0.97107, 1.85418, -1.29283], [-1.22242, 0.22970, -1.19314], [-1.14191, 1.13621, 0.17939]]}

# 2
{"formula": "C7H25NO6", "method": "ωB97M-V/def2-TZVPD", "homo_ev": -8.3, "de_lowest_ev": 1.217, "smiles": "C/C=C/C(=C/N)CC.O.O.O.O.O.O", "spin_multiplicity": 1, "total_energy_ev": -21438.52245, "elements": ["C", "C", "N", "C", "C", "C", "C", "C", "H", "H", "H", "H", "H", "H", "H", "H", "H", "H", "H", "H", "H", "H", "H", "O", "H", "H", "O", "H", "H", "O", "H", "H", "O", "H", "H", "O", "H", "H", "O"], "positions_angstrom": [[0.95472, 1.89894, -2.42252], [0.61727, 2.70333, -1.14307], [3.21146, 1.28281, -0.35259], [2.06130, 1.35528, 0.45874], [0.90659, 1.90889, 0.09761], [-0.28748, 1.82195, 0.99004], [-1.13994, 0.80300, 0.98055], [-2.36235, 0.68576, 1.83213], [1.95175, 1.47858, -2.45100], [0.80161, 2.50486, -3.32014], [0.26868, 1.07456, -2.63618], [-0.41943, 2.97022, -1.28379], [1.10251, 3.65721, -1.33235], [4.06901, 1.17978, 0.16132], [3.20583, 1.90916, -1.13794], [2.07297, 0.69622, 1.31779], [-0.45338, 2.66010, 1.66947], [-0.95210, 0.06547, 0.20358], [-2.05820, 0.91972, 2.85575], [-2.80362, -0.30745, 1.87434], [-3.13657, 1.38506, 1.51882], [2.42198, -1.64301, -3.08293], [2.54375, -0.45082, -1.94741], [2.01062, -1.10212, -2.40999], [-0.36812, -0.51360, 3.72341], [-0.06870, -1.93240, 3.63742], [-0.73727, -1.30437, 3.32319], [0.76144, -2.35977, 1.00573], [0.32111, -3.56056, 1.82555], [1.09457, -3.02714, 1.62084], [0.81076, -1.61860, -1.39940], [-0.72876, -1.50658, -1.16404], [0.06172, -1.93674, -0.85743], [-1.95810, -2.16474, 1.68649], [-2.14452, -2.32851, 0.23650], [-2.11738, -2.83814, 1.03902], [-2.62312, -1.08692, -2.16105], [-3.59483, -2.09719, -1.47020], [-3.29576, -1.18219, -1.48623]]}

# 3
{"formula": "C22H23ClN4O5S", "method": "ωB97M-V/def2-TZVPD", "homo_ev": -8.7, "de_lowest_ev": 0.016, "smiles": "CN(C)S(=O)(=O)c1cc(NC(=O)CN2C(=O)N[C@@]3(CCCc4ccccc43)C2=O)ccc1Cl", "spin_multiplicity": 1, "total_energy_ev": -62745.01025, "elements": ["C", "N", "S", "O", "O", "C", "C", "C", "C", "C", "C", "Cl", "H", "H", "N", "C", "O", "C", "N", "C", "O", "C", "N", "C", "O", "H", "C", "C", "C", "C", "C", "C", "C", "C", "C", "H", "H", "H", "H", "H", "H", "H", "H", "H", "H", "H", "H", "H", "H", "C", "H", "H", "H", "H", "H", "H"], "positions_angstrom": [[-3.75567, 5.63461, 2.17909], [-2.50193, 4.97276, 1.89672], [-2.56512, 3.29272, 1.92463], [-2.77198, 2.75565, 0.60860], [-3.46376, 2.88420, 2.96012], [-0.88026, 2.90262, 2.41161], [-0.11030, 2.12343, 1.57502], [1.18607, 1.76274, 1.94467], [1.68911, 2.20629, 3.16881], [0.91310, 2.99204, 3.99987], [-0.37777, 3.34414, 3.62532], [-1.35514, 4.31231, 4.64065], [1.30332, 3.33451, 4.94455], [2.68652, 1.92442, 3.46439], [1.90696, 0.96488, 1.06122], [3.09000, 0.33188, 1.27745], [3.78436, 0.44860, 2.25775], [3.49223, -0.56397, 0.09239], [2.51600, -1.58694, -0.21234], [1.32477, -1.40199, -0.83306], [0.85802, -0.33424, -1.16927], [0.67099, -2.77065, -0.98426], [1.65422, -3.61629, -0.33502], [2.76017, -2.95562, 0.06327], [3.76585, -3.38769, 0.55141], [1.60489, -4.62039, -0.33784], [-0.67115, -2.75858, -0.23929], [-1.55897, -3.90722, -0.69592], [-1.90046, -3.71301, -2.16765], [-0.66045, -3.57247, -3.00189], [-0.69826, -3.88844, -4.35602], [0.42518, -3.77521, -5.15112], [1.62059, -3.34927, -4.59594], [1.67325, -3.03122, -3.25327], [0.53923, -3.13000, -2.45255], [2.60720, -2.70456, -2.81744], [2.50703, -3.26454, -5.20549], [0.37232, -4.02394, -6.20017], [-1.62889, -4.23048, -4.78523], [-2.50276, -2.80604, -2.27933], [-2.49670, -4.54930, -2.53744], [-2.47096, -3.92588, -0.09853], [-1.04224, -4.85925, -0.55548], [-1.16826, -1.80906, -0.45064], [-0.47617, -2.81366, 0.83355], [3.64380, 0.06473, -0.79123], [4.42026, -1.07997, 0.35336], [1.43158, 0.77504, 0.17701], [-0.54114, 1.79809, 0.63972], [-1.80160, 5.46125, 0.73347], [-1.59372, 6.52282, 0.86323], [-2.37983, 5.30908, -0.18469], [-0.86208, 4.91799, 0.65010], [-3.55303, 6.65043, 2.51986], [-4.41162, 5.66771, 1.30190], [-4.24681, 5.07495, 2.97137]]}

# 4
{"formula": "C5H8O", "method": "ωB97M-V/def2-TZVPD", "homo_ev": -9.7, "de_lowest_ev": 0.977, "smiles": "CC(=O)C1CC1", "spin_multiplicity": 1, "total_energy_ev": -7361.27869, "elements": ["C", "C", "O", "C", "C", "C", "H", "H", "H", "H", "H", "H", "H", "H"], "positions_angstrom": [[-1.94985, -0.04651, 0.59661], [-0.82063, 0.40605, -0.30581], [-0.82364, 1.54016, -0.73731], [0.36265, -0.50065, -0.50889], [1.63069, 0.17180, -0.92984], [1.47407, -0.27056, 0.49342], [-2.91390, 0.18481, 0.13464], [-1.89722, -1.09947, 0.88156], [-1.88209, 0.56092, 1.50668], [0.17131, -1.52966, -0.80890], [1.52977, 1.23277, -1.13824], [2.32446, -0.36442, -1.56886], [2.03546, -1.13260, 0.84353], [1.29823, 0.49272, 1.24754]]}